Entry 1:
Density functional theory data (ωB97M-V/def2-TZVPD) for a single C5H6O2 molecule.

Cartesian coordinates (Å):
1 C -0.85374 -0.11226 -2.54879
2 C -0.43405 -0.19797 -1.31481
3 C 0.21484 -0.26395 -0.17585
4 O 1.60616 -0.23491 -0.23267
5 C -0.31886 -0.27442 1.23770
6 C 0.25166 0.95381 1.92547
7 O 1.09546 0.89408 2.78516
8 H -1.05069 -0.99830 -3.15183
9 H -0.93028 0.85001 -3.05557
10 H 1.91295 -1.13819 -0.08681
11 H 0.04652 -1.15757 1.78388
12 H -1.41414 -0.25454 1.28160
13 H -0.12584 1.93423 1.55252

Cartesian forces (eV/Å) of the 6 atoms listed first:
0.1830 0.0060 0.0454
0.1994 0.0453 -0.0217
-0.4059 0.0063 -0.2477
0.0055 -0.2720 -0.0214
0.0258 0.0187 0.0112
0.3448 -0.0381 0.3855

Calculated values
Lowest unoccupied orbital energy, hartree: 0.027
HOMO level, eV: -9.44
Orbital gap, Ha: 0.3735
ΔE to the lowest compared entry with this formula, charge and spin, kcal per mole: 56.6
Structure (SMILES): C=C=C(O)CC=O

Entry 2:
Density functional theory data (ωB97M-V/def2-TZVPD) for a molecular structure, C5H6O2.

Cartesian coordinates (Å):
1 C -1.62758 -0.60312 0.01973
2 C -0.18774 -0.25327 0.04414
3 C 0.13823 1.17900 0.03642
4 C 1.02623 0.22320 -0.72436
5 C 1.80827 -0.54094 0.32327
6 O 2.94938 -0.77241 0.58501
7 O 0.68159 -0.95442 1.00157
8 H -2.12363 -0.01982 0.81794
9 H -1.73951 -1.65245 0.23321
10 H -2.11321 -0.30474 -0.91363
11 H 0.39109 1.59811 0.99364
12 H -0.51549 1.78212 -0.60300
13 H 1.24217 0.32962 -1.77252

Cartesian forces (eV/Å) of the 6 atoms listed first:
-0.2299 -0.1181 -0.0011
-0.0734 0.4689 0.1964
0.0807 0.5126 0.2408
-0.0612 -0.2774 -0.1820
0.4274 -0.1482 -0.1713
-0.8833 0.1115 -0.1980

Calculated values
Lowest unoccupied orbital energy, hartree: 0.030
HOMO level, eV: -9.99
Orbital gap, Ha: 0.3968
ΔE to the lowest compared entry with this formula, charge and spin, kcal per mole: 40.4

Entry 3:
Density functional theory data (ωB97M-V/def2-TZVPD) for a single C5H6O2 molecule.

Cartesian coordinates (Å):
1 O -3.58002 0.61165 -0.27192
2 C -2.43052 0.28150 -0.39323
3 C -1.66649 -0.44422 0.71433
4 C -0.21714 -0.36371 0.52843
5 C 0.96789 -0.25420 0.33115
6 C 2.38873 -0.06645 -0.01319
7 O 2.55264 0.44484 -1.32040
8 H -1.85759 0.48522 -1.32325
9 H -1.97362 -0.00905 1.67205
10 H -2.00499 -1.49006 0.71641
11 H 2.87493 0.57232 0.74089
12 H 2.90177 -1.03197 -0.00217
13 H 2.04440 1.26413 -1.37910

Cartesian forces (eV/Å) of the 6 atoms listed first:
0.3648 -0.0988 -0.0690
-0.2173 0.0472 0.0838
0.0157 0.0256 0.0358
0.5651 0.0607 -0.0476
-0.5532 -0.0021 0.0058
-0.0307 -0.2245 0.2869

Calculated values
Lowest unoccupied orbital energy, hartree: 0.025
HOMO level, eV: -9.95
Orbital gap, Ha: 0.3911
ΔE to the lowest compared entry with this formula, charge and spin, kcal per mole: 55.2
Structure (SMILES): O=CCC#CCO

Entry 4:
Density functional theory data (ωB97M-V/def2-TZVPD) for a single C5H6O2 molecule.

Cartesian coordinates (Å):
1 O -2.78065 0.82537 -0.99927
2 C -1.96238 -0.05680 -0.97155
3 C -1.55825 -0.78181 0.31075
4 C -0.10304 -0.84100 0.35379
5 C 1.07904 -0.61719 0.26706
6 C 2.23659 0.28473 0.19690
7 O 1.73543 1.60676 0.11580
8 H -1.42573 -0.38757 -1.88422
9 H -1.93637 -0.19690 1.15640
10 H -2.01987 -1.77397 0.33764
11 H 2.89472 0.15377 1.06608
12 H 2.82459 0.11819 -0.70877
13 H 1.01594 1.66644 0.75938

Cartesian forces (eV/Å) of the 6 atoms listed first:
0.3494 -0.3984 0.0167
-0.3297 0.1928 -0.0180
-0.1303 -0.0051 0.0617
0.5166 0.0963 -0.0284
-0.6501 0.1722 0.0489
0.2063 -0.2864 -0.0450

Calculated values
Lowest unoccupied orbital energy, hartree: 0.028
HOMO level, eV: -9.91
Orbital gap, Ha: 0.3924
ΔE to the lowest compared entry with this formula, charge and spin, kcal per mole: 62.3
Structure (SMILES): O=CCC#CCO

Entry 5:
Density functional theory data (ωB97M-V/def2-TZVPD) for a single C5H6O2 molecule.

Cartesian coordinates (Å):
1 C 0.73149 1.33759 0.63224
2 C -0.58177 0.56023 0.30896
3 C -0.70979 -0.92320 0.67638
4 C -0.26055 -1.63664 -0.35344
5 C 0.12028 -0.68215 -1.43340
6 O 0.80868 -0.83221 -2.40461
7 O -0.46691 0.50402 -1.12202
8 H 0.99207 1.94640 -0.24933
9 H 0.64136 2.01398 1.47909
10 H 1.56725 0.64257 0.76581
11 H -1.48542 1.11006 0.60695
12 H -1.17579 -1.33178 1.57288
13 H -0.18091 -2.70887 -0.47952

Cartesian forces (eV/Å) of the 6 atoms listed first:
-0.1243 -0.0965 0.3243
0.1611 0.2016 -0.1199
0.2994 0.0927 -0.1832
-0.0458 0.0589 0.1172
0.0857 -0.1832 -0.4757
-0.4302 -0.1565 0.2323

Calculated values
Lowest unoccupied orbital energy, hartree: 0.019
HOMO level, eV: -10.44
Orbital gap, Ha: 0.4024
ΔE to the lowest compared entry with this formula, charge and spin, kcal per mole: 15.2
Structure (SMILES): C[C@@H]1C=CC(=O)O1

Entry 6:
Density functional theory data (ωB97M-V/def2-TZVPD) for a single C5H6O2 molecule.

Cartesian coordinates (Å):
1 O -2.28198 -0.43463 0.08926
2 C -1.36204 -0.94677 -0.49288
3 C 0.08113 -0.94380 -0.00541
4 C 0.79365 0.20367 -0.74816
5 C 0.50257 1.32566 0.22712
6 C 0.21319 0.76872 1.39929
7 O 0.14068 -0.60047 1.37563
8 H -1.49069 -1.40654 -1.49919
9 H 0.53222 -1.93093 -0.14654
10 H 1.87364 0.02122 -0.82068
11 H 0.40842 0.34819 -1.76407
12 H 0.54101 2.38404 0.01266
13 H 0.04820 1.21163 2.37297

Cartesian forces (eV/Å) of the 6 atoms listed first:
0.3924 -0.3831 -0.2415
-0.3065 0.1670 0.1577
-0.0065 -0.0839 -0.0778
0.0274 -0.0253 -0.0894
0.0132 -0.0394 0.2127
0.0106 0.2598 -0.0943

Calculated values
Lowest unoccupied orbital energy, hartree: 0.033
HOMO level, eV: -8.69
Orbital gap, Ha: 0.3524
ΔE to the lowest compared entry with this formula, charge and spin, kcal per mole: 31.5
Structure (SMILES): O=C[C@H]1CC=CO1

- Which value of ΔE to the lowest compared entry with this formula, charge and spin does entry 5 give?
  15.2 kcal per mole